Record 1
ORCA calculation (ωB97M-V/def2-TZVPD) on 2 unconnected molecules or ions with the total composition C2H3NO2S.

Properties
LUMO = -0.0109 hartree
E_HOMO = -9.0 eV
E = -18536.7677 eV

```
9
C2H3NO2S (ωB97M-V/def2-TZVPD)
C 0.3669 -0.0276 -0.5685
C -1.6498 -0.9484 -0.8687
N 0.5577 0.5989 0.4520
O -3.9927 -0.5375 0.2865
O -2.4409 1.4429 0.2787
S -2.6486 0.0013 0.0321
H 0.9340 -0.1351 -1.4652
H -1.9799 -1.9264 -0.5554
H 0.6201 1.0960 1.3171
```


Record 2
ORCA calculation (ωB97M-V/def2-TZVPD) on a molecular structure, C2H3NO2S.

Properties
LUMO (spin up / spin down) = -0.0048 / -0.1355 hartree
E_HOMO (spin up / spin down) = -6.6 / -10.4 eV
E = -18533.5702 eV
2S+1 = 3

```
9
C2H3NO2S (ωB97M-V/def2-TZVPD)
C -0.1702 1.4428 0.7015
C -1.0898 0.5478 0.5529
N 0.8577 -1.4236 -0.8723
O 0.9473 -0.3916 -1.4641
O 1.3650 -2.4536 -1.1743
S -0.2310 -1.6063 0.5649
H -0.4727 2.4015 0.5906
H 0.9439 1.0630 0.7128
H -2.1503 0.4199 0.3882
```


Record 3
ORCA calculation (ωB97M-V/def2-TZVPD) on 2 unconnected molecules or ions with the total composition C2H3NO3.

Properties
LUMO = 0.2658 hartree
E_HOMO = 0.3 eV
total charge = -2
E = -9750.5620 eV

```
9
C2H3NO3 (ωB97M-V/def2-TZVPD)
C -0.0138 1.4268 2.3027
C 0.1579 -1.0749 -0.8638
N 0.2102 -0.9018 -2.1190
O 0.7388 1.1676 3.2551
O -0.3763 -1.6815 -3.0584
O -0.9316 2.2281 2.2344
H -0.5545 -1.8111 -0.6553
H -0.0074 0.8040 1.3305
H 0.7768 -0.1573 -2.4262
```


Record 4
ORCA calculation (ωB97M-V/def2-TZVPD) on 2 unconnected molecules or ions with the total composition C2H3NO3.

Properties
LUMO (spin up / spin down) = 0.2523 / 0.2522 hartree
E_HOMO (spin up / spin down) = 1.4 / -1.4 eV
total charge = -2
E = -9751.5035 eV
2S+1 = 3

```
9
C2H3NO3 (ωB97M-V/def2-TZVPD)
C -1.8016 0.6714 -0.9099
C -0.3239 0.0717 -0.4401
N 2.6840 -1.4379 1.9137
O -2.8191 0.2916 -0.2886
O 3.8498 -0.8874 2.2157
O -1.7536 1.4953 -1.8892
H 0.2402 0.9095 -0.2055
H 0.2961 -0.7293 -0.9818
H -0.3719 -0.3850 0.5858
```


Record 5
ORCA calculation (ωB97M-V/def2-TZVPD) on a single C2H3NO3 molecule.

Properties
LUMO = 0.0251 hartree
E_HOMO = -10.4 eV
structure (SMILES) = O=C1NOCO1
E = -9753.1819 eV

```
9
C2H3NO3 (ωB97M-V/def2-TZVPD)
O -2.3057 -0.1185 -0.0572
C -1.1215 -0.1045 0.0211
N -0.4167 1.1901 0.2265
O 0.8868 0.7521 -0.2611
C 0.9880 -0.5549 0.1229
O -0.2779 -1.1234 -0.1642
H -0.7255 1.7919 -0.5702
H 1.7781 -1.0406 -0.5105
H 1.1946 -0.7921 1.1926
```


Record 6
ORCA calculation (ωB97M-V/def2-TZVPD) on a single C2H3NO3 molecule.

Properties
LUMO = -0.0212 hartree
E_HOMO = -10.6 eV
structure (SMILES) = CC(=O)[N+](=O)[O-]
E = -9750.4639 eV

```
9
C2H3NO3 (ωB97M-V/def2-TZVPD)
C 0.6091 0.8007 -0.8414
C 0.2437 -0.1412 0.7279
O 0.5261 0.1822 1.8458
N -0.8378 -1.0447 0.4406
O -1.8837 -0.3890 0.4983
O -0.6068 -2.2344 0.2636
H 1.1925 1.6009 -0.3463
H -0.3280 1.1086 -1.1338
H 1.0849 0.1168 -1.4547
```